No. 1
Below is a structure of composition C35H95Ca3IN5O23S2 at a distorted geometry, with properties calculated with ωB97M-V with the def2-TZVPD basis set.

Calculated values
Kohn-Sham gap (eV): 7.77
Electronic energy (Eh): -6521.69970
Max |F| (eV Å⁻¹): 6.96
Molecular weight (g mol⁻¹): 1265.43
Total charge: +1

```
164
Properties=species:S:1:pos:R:3:forces:R:3:lowdin_charge:R:1
Ca 3.832 -1.326 0.573 1.052 -0.295 -0.569 1.46
Ca 0.663 3.078 -2.120 0.344 -0.959 -0.061 1.12
Ca -0.108 0.086 2.882 0.462 -0.049 1.102 1.47
S 2.326 -2.185 2.763 4.095 -4.863 2.839 0.25
O 0.988 -1.726 3.027 -2.118 -0.103 1.072 -0.48
O 2.912 -3.089 3.822 -2.410 1.200 -2.064 -0.34
O 2.402 -2.733 1.399 -1.464 -1.430 -0.348 -0.44
O 3.260 -1.078 2.699 1.158 3.832 0.349 -0.47
S 1.551 1.133 -0.104 -0.254 1.536 0.381 0.21
O 2.614 0.200 -0.219 1.304 -0.570 -1.499 -0.43
O 2.000 2.512 -0.317 0.921 0.908 1.023 -0.42
O 0.529 0.995 -1.114 -2.295 -1.255 -1.915 -0.45
O 0.963 0.879 1.193 -0.813 0.896 1.509 -0.44
I 2.204 1.820 -4.483 -0.081 0.276 0.187 0.09
C 5.592 0.823 4.752 -0.084 -0.636 1.941 -0.16
O 5.114 -0.512 4.644 0.154 0.759 -0.568 -0.12
H 6.675 0.842 4.628 -0.017 0.332 -0.501 0.08
H 5.032 1.595 4.225 0.206 -0.235 -0.665 0.06
H 5.414 1.047 5.804 0.297 0.550 0.276 0.07
H 4.448 -0.474 3.954 -0.493 -0.842 -0.440 0.00
C 0.941 -1.742 -3.203 -0.753 0.541 0.689 -0.13
O 0.490 -1.665 -1.851 0.175 -0.782 0.304 -0.15
H 0.264 -1.139 -3.808 -0.143 -0.482 -0.461 0.05
H 1.914 -1.283 -3.383 0.375 -0.257 0.251 0.04
H 0.927 -2.811 -3.417 0.079 0.275 -0.521 0.09
H 0.370 -0.757 -1.562 0.199 0.442 -0.258 0.00
C 5.452 0.178 -2.422 -0.390 -0.286 -1.399 -0.11
O 4.594 -0.646 -1.627 1.339 0.321 0.438 -0.22
H 6.513 -0.070 -2.400 -0.191 -0.765 0.449 0.08
H 5.066 -0.021 -3.421 0.600 0.525 -0.407 0.07
H 5.448 1.257 -2.264 -0.688 0.059 0.507 0.07
H 3.695 -0.428 -1.885 -0.294 0.203 -0.138 0.05
C -0.421 3.951 0.767 0.384 0.503 0.384 -0.11
O -1.008 3.724 -0.516 0.337 0.320 0.182 -0.20
H -0.357 3.007 1.310 -0.461 0.236 0.330 0.06
H 0.612 4.292 0.702 -0.018 -0.006 -0.600 0.08
H -0.964 4.782 1.217 -0.113 -0.362 0.638 0.10
H -1.951 3.859 -0.404 0.001 -0.212 -0.366 0.10
C -0.662 -0.305 -6.343 1.422 -0.044 0.357 -0.16
O 0.671 -0.882 -6.375 -1.212 0.051 -0.306 -0.18
H -1.288 -0.865 -5.649 -0.236 -0.317 -0.254 0.06
H -0.612 0.705 -5.936 0.030 0.245 -0.136 0.03
H -1.056 -0.264 -7.358 -0.120 -0.194 0.150 0.08
H 1.256 -0.314 -5.868 0.111 0.279 0.133 -0.09
C 3.619 4.584 -1.818 1.622 0.790 0.187 -0.12
O 2.258 4.848 -1.778 -2.810 0.889 -0.729 -0.33
C 1.926 5.964 -2.661 -0.738 1.122 0.183 -0.14
C 0.388 6.237 -2.901 0.725 -1.201 0.091 -0.15
N -0.119 4.944 -3.346 -1.699 -0.960 -0.660 -0.20
C -1.612 4.927 -3.493 0.654 0.042 0.944 -0.14
C -2.248 3.552 -3.614 0.966 -1.487 -1.891 -0.19
O -1.634 2.569 -2.793 -0.552 0.242 0.996 -0.33
C -2.369 1.354 -2.744 0.792 -0.578 0.412 -0.07
H 4.124 5.496 -1.500 0.363 0.253 -0.229 0.10
H 3.908 4.340 -2.840 0.286 -0.332 0.092 0.08
H 3.933 3.854 -1.072 -0.624 -0.388 -0.358 0.08
H 2.363 5.794 -3.645 0.276 -0.082 0.031 0.13
H 2.312 6.881 -2.216 0.482 -0.029 -0.091 0.13
H 0.114 6.889 -3.730 1.065 0.882 0.098 0.13
H -0.154 6.648 -2.049 0.161 -0.470 0.368 0.12
H 0.153 4.901 -4.318 0.828 -0.570 -0.137 0.11
H -1.781 5.487 -4.413 -0.982 0.313 0.333 0.14
H -1.918 5.397 -2.559 -0.707 0.370 -0.364 0.11
H -2.029 3.086 -4.575 0.038 0.782 -0.935 0.13
H -3.336 3.480 -3.621 -0.178 0.658 0.823 0.14
H -2.590 0.938 -3.727 -0.072 0.277 -0.245 0.10
H -3.277 1.427 -2.146 -0.187 0.306 -0.076 0.09
H -1.705 0.645 -2.249 -0.047 -0.061 0.027 0.08
C -4.282 -1.403 4.379 -0.685 -1.298 0.098 -0.12
O -2.950 -1.091 4.590 2.436 1.303 0.085 -0.23
C -2.303 -1.564 5.804 0.448 -0.162 -0.208 -0.12
C -0.711 -1.439 5.864 -2.175 0.191 -1.923 -0.14
N -0.294 -0.065 5.429 -1.099 -3.944 -0.482 -0.12
C 1.099 -0.067 5.773 0.683 3.942 0.911 -0.21
C 1.469 1.372 5.477 1.160 0.331 0.031 -0.17
O 1.165 1.802 4.102 -0.583 -1.274 3.031 -0.31
C 1.937 2.934 3.803 0.043 -1.016 -1.848 -0.07
H -4.689 -1.815 5.303 -0.458 -0.281 -0.251 0.10
H -4.342 -2.088 3.534 -0.044 -0.901 0.317 0.06
H -4.972 -0.650 4.000 0.522 1.146 0.585 0.09
H -2.551 -2.621 5.905 -0.082 -0.037 0.366 0.12
H -2.722 -0.970 6.616 -0.064 -0.180 0.339 0.12
H -0.201 -2.154 5.218 -0.325 -0.004 -0.448 0.11
H -0.289 -1.705 6.833 -0.630 0.283 0.546 0.12
H -0.827 0.539 6.038 0.364 0.619 0.069 0.12
H 1.892 -0.688 5.357 -1.042 -0.898 -0.434 0.14
H 1.100 -0.065 6.863 0.892 -0.642 0.269 0.13
H 2.528 1.481 5.709 0.355 0.218 -0.569 0.12
H 1.002 2.004 6.233 -0.576 0.479 -0.370 0.13
H 1.746 3.822 4.405 0.160 -0.196 0.295 0.11
H 1.625 3.079 2.768 0.479 0.754 -0.178 0.08
H 2.936 2.500 3.797 0.562 1.163 0.099 0.09
C 5.629 1.696 1.020 -0.047 0.760 -0.379 -0.10
O 5.519 0.324 1.328 2.654 -1.097 0.175 -0.27
C 6.863 -0.332 1.477 -0.520 -1.713 -0.669 -0.11
C 6.687 -1.890 1.795 -1.871 0.481 0.669 -0.11
N 5.732 -2.682 0.962 0.711 0.399 -0.365 -0.15
C 6.158 -3.130 -0.334 1.589 0.117 -0.345 -0.22
C 5.101 -3.865 -1.079 -1.380 -0.452 -0.491 -0.18
O 3.806 -3.314 -0.818 1.596 1.086 0.780 -0.29
C 2.762 -4.124 -1.173 -1.082 -1.684 -1.474 -0.12
H 6.461 2.173 1.537 -0.208 -0.004 0.553 0.10
H 4.670 2.177 1.211 0.034 -0.080 0.500 0.09
H 5.814 1.947 -0.024 0.128 -0.701 -0.465 0.08
H 7.559 0.114 2.187 -0.964 0.193 1.127 0.11
H 7.547 -0.214 0.637 -0.858 0.103 -1.192 0.11
H 6.093 -1.938 2.708 0.624 0.384 0.656 0.11
H 7.621 -2.422 1.979 0.336 0.384 -0.264 0.13
H 5.441 -3.540 1.409 -0.156 0.263 1.044 0.14
H 6.939 -3.886 -0.251 0.617 0.041 0.060 0.13
H 6.609 -2.289 -0.861 -0.316 0.051 -0.320 0.12
H 5.072 -4.922 -0.817 -0.020 -0.154 0.588 0.13
H 5.343 -3.916 -2.141 -0.167 0.476 -0.341 0.14
H 2.907 -4.324 -2.235 -0.663 0.025 -0.481 0.10
H 1.769 -3.729 -0.960 0.421 0.632 -0.066 0.08
H 2.755 -5.126 -0.744 0.498 -0.085 0.678 0.10
C -3.300 -3.233 -2.678 0.021 0.189 -0.046 -0.09
O -4.593 -3.108 -2.072 0.660 1.105 -0.578 -0.21
C -5.076 -1.729 -2.091 -0.580 -2.368 0.871 -0.18
C -6.383 -1.750 -1.244 -0.312 1.991 -0.048 -0.18
N -7.691 -1.725 -1.941 1.706 0.788 0.844 -0.06
C -7.962 -2.897 -2.667 0.944 -2.359 -2.370 -0.22
C -7.545 -2.869 -4.182 -1.977 0.579 0.394 -0.18
O -8.275 -1.763 -4.743 0.474 0.166 0.899 -0.21
C -8.145 -1.537 -6.122 0.732 -0.486 0.373 -0.11
H -2.490 -2.763 -2.121 -0.093 0.092 0.626 0.07
H -3.242 -2.737 -3.647 -0.389 -0.119 -0.391 0.08
H -3.030 -4.283 -2.793 -0.341 0.029 0.056 0.10
H -5.265 -1.405 -3.115 -0.065 0.050 -0.163 0.11
H -4.330 -1.066 -1.654 0.199 0.046 0.221 0.09
H -6.412 -0.775 -0.757 0.245 0.268 0.299 0.10
H -6.369 -2.434 -0.396 0.165 -0.503 -0.466 0.11
H -7.562 -0.956 -2.584 -0.742 0.268 -0.255 0.10
H -8.982 -3.263 -2.550 -0.098 0.228 -0.182 0.12
H -7.285 -3.698 -2.371 -0.211 -0.277 0.804 0.11
H -7.858 -3.783 -4.687 -0.227 -0.302 0.096 0.12
H -6.462 -2.852 -4.307 0.219 0.683 -0.044 0.10
H -7.087 -1.619 -6.369 0.177 0.000 -0.456 0.08
H -8.461 -0.518 -6.348 -0.285 -0.213 -0.010 0.09
H -8.704 -2.306 -6.656 -0.112 0.189 -0.409 0.09
C -1.671 2.732 3.838 -0.252 1.100 -0.477 -0.07
O -1.653 1.666 2.914 -0.923 1.070 0.190 -0.37
C -2.879 1.402 2.184 1.846 -0.581 0.254 -0.13
C -2.380 0.402 1.146 -2.671 -0.564 -0.225 -0.19
N -2.033 -0.823 1.851 1.183 -1.262 -0.330 -0.12
C -1.232 -1.810 1.061 -0.539 1.386 -1.810 -0.19
C -1.345 -3.245 1.406 1.165 -0.095 1.649 -0.23
O -2.308 -3.962 0.748 -0.980 -0.907 -1.456 -0.14
C -3.631 -3.928 1.212 -0.233 0.648 0.447 -0.08
H -1.851 2.476 4.882 -0.153 -0.454 -0.102 0.10
H -2.437 3.425 3.490 -0.119 0.239 0.343 0.10
H -0.717 3.254 3.772 -0.051 -0.113 0.079 0.08
H -3.328 2.292 1.742 0.199 0.230 0.094 0.13
H -3.550 0.934 2.904 -0.345 -0.031 -0.264 0.12
H -1.646 0.751 0.420 0.501 0.143 0.525 0.12
H -3.265 0.190 0.545 -0.231 -0.030 -0.589 0.12
H -2.846 -1.344 2.147 -0.156 0.539 0.290 0.08
H -0.174 -1.548 1.035 -0.013 0.164 0.041 0.08
H -1.567 -1.780 0.024 0.088 0.272 -0.415 0.12
H -1.410 -3.320 2.492 -0.169 -0.363 0.442 0.14
H -0.376 -3.668 1.140 -0.052 -0.245 -0.034 0.14
H -3.807 -4.691 1.970 -0.013 -0.061 0.121 0.10
H -4.380 -4.011 0.424 0.495 -0.431 -0.412 0.08
H -3.862 -2.948 1.630 -0.041 0.175 0.380 0.05
```
Positions in Å, forces in eV/Å.

***

No. 2
Below is a structure of composition C2H32CdF6NO20S2 at a distorted geometry, with properties calculated with ωB97M-V with the def2-TZVPD basis set.

Calculated values
Kohn-Sham gap (eV): 6.10
Electronic energy (Eh): -3217.92186
Max |F| (eV Å⁻¹): 2.59
Molecular weight (g mol⁻¹): 680.80
Total charge: +1

```
64
Properties=species:S:1:pos:R:3:forces:R:3:nbo_charge:R:1
Cd -1.467 -2.913 -0.651 -0.072 0.049 0.189 1.79
C 1.731 -0.713 -0.841 -0.154 0.843 0.337 0.74
F 1.566 -1.075 0.459 0.136 -0.675 -0.209 -0.36
F 2.621 0.246 -0.840 -0.049 -0.018 -0.366 -0.27
F 2.113 -1.716 -1.592 -0.047 -0.415 0.421 -0.27
S 0.113 -0.021 -1.449 0.063 -0.379 -0.654 2.24
O 0.142 1.358 -1.180 -0.220 0.814 1.077 -0.86
O 0.020 -0.421 -2.811 -0.228 -1.255 -0.280 -0.95
N -1.019 -0.878 -0.551 1.335 2.126 -0.639 -1.43
S -2.191 0.012 0.139 -0.920 -0.764 0.966 2.23
O -2.622 1.160 -0.542 0.255 0.514 -0.603 -0.83
O -3.182 -0.991 0.501 0.835 -0.735 -0.013 -0.98
C -1.407 0.594 1.743 -0.527 0.007 -0.202 0.74
F -0.377 -0.183 2.125 -0.256 -0.163 -0.075 -0.33
F -0.959 1.818 1.581 0.085 0.060 -0.100 -0.29
F -2.347 0.559 2.668 0.233 0.009 0.188 -0.29
O -4.918 1.249 1.519 0.041 -0.263 0.100 -0.96
H -5.777 1.061 1.128 0.017 0.129 -0.060 0.47
H -4.984 0.841 2.395 -0.211 0.293 0.062 0.49
O -0.513 -1.400 -5.876 0.200 -0.084 0.268 -0.97
H -0.408 -0.487 -5.574 -0.173 0.102 -0.355 0.49
H -0.243 -1.378 -6.800 -0.074 0.024 0.004 0.48
O 3.116 -4.218 -2.670 -0.353 0.010 0.182 -0.93
H 2.754 -3.853 -3.486 0.139 0.001 -0.021 0.48
H 2.637 -5.042 -2.533 0.165 -0.091 -0.160 0.46
O -0.874 3.653 3.641 -0.207 0.181 0.117 -0.93
H -1.250 3.545 4.520 0.008 0.116 -0.019 0.47
H -0.557 2.782 3.403 0.297 -0.068 0.155 0.46
O 2.637 -0.290 -4.445 -0.140 -0.249 0.077 -0.95
H 3.359 -0.507 -5.044 0.016 0.089 0.038 0.48
H 1.910 -0.863 -4.717 0.033 0.077 -0.084 0.47
O 2.751 -2.208 3.059 -0.286 0.045 0.007 -0.94
H 3.497 -1.603 3.142 0.049 -0.117 0.014 0.49
H 2.537 -2.203 2.122 0.246 0.178 -0.068 0.46
O -0.269 1.434 -4.875 -0.105 -0.369 0.000 -0.97
H 0.009 0.745 -4.253 0.065 0.654 0.075 0.47
H 0.081 2.255 -4.511 0.077 -0.039 -0.080 0.49
O 5.295 -0.210 -1.509 0.155 -0.043 -0.074 -0.94
H 5.301 0.610 -2.017 -0.060 -0.036 0.009 0.48
H 4.811 0.009 -0.712 0.075 0.124 0.028 0.46
O 3.138 3.200 -1.691 0.208 -0.338 -0.133 -0.96
H 3.625 3.825 -1.146 -0.101 0.075 -0.026 0.47
H 2.621 2.687 -1.055 -0.040 0.347 0.025 0.49
O 2.144 2.488 0.890 0.121 -0.189 0.109 -0.95
H 1.370 2.045 1.249 -0.037 0.175 0.028 0.47
H 2.809 2.406 1.583 -0.120 0.111 0.097 0.49
O -3.469 -2.004 4.590 0.274 0.002 -0.116 -0.94
H -2.688 -2.284 5.081 -0.079 0.032 0.056 0.48
H -3.363 -2.375 3.708 -0.120 -0.037 0.042 0.47
O -0.021 4.358 -0.322 -0.111 -0.106 0.066 -0.94
H -0.943 4.120 -0.177 0.019 0.098 -0.006 0.47
H 0.394 4.274 0.544 0.054 0.069 -0.054 0.47
O 1.610 1.626 3.746 -0.040 -0.359 -0.121 -0.96
H 2.005 1.567 4.624 -0.037 0.170 0.001 0.49
H 1.507 0.706 3.474 0.046 -0.005 0.101 0.47
O -0.097 -3.507 0.976 0.222 -0.440 0.222 -1.02
H -0.204 -3.322 1.921 -0.119 0.078 -0.088 0.54
H 0.836 -3.745 0.861 -0.091 -0.042 -0.131 0.53
O -5.402 0.121 4.269 0.287 0.092 -0.269 -0.96
H -5.500 0.350 5.198 -0.090 0.059 -0.048 0.48
H -4.501 -0.224 4.203 -0.172 -0.232 0.324 0.48
O -2.897 -2.576 -2.219 -1.051 -0.159 -0.324 -1.03
H -2.860 -2.216 -3.122 0.407 -0.103 0.079 0.55
H -3.749 -2.280 -1.852 0.126 0.021 -0.087 0.53
```
Positions in Å, forces in eV/Å.

***

No. 3
Below is an isolated molecule of C6H11N, with properties calculated with ωB97M-V with the def2-TZVPD basis set.

Calculated values
Kohn-Sham gap (eV): 8.50
Energy above the lowest of the compared OMol25 structures with the same formula, charge and spin (kJ/mol): 84.9
Electronic energy (Eh): -289.93933
Max |F| (eV Å⁻¹): 0.93
SMILES: C=C/C(C)=C(\C)N
Molecular weight (g mol⁻¹): 97.16

```
18
Properties=species:S:1:pos:R:3:forces:R:3:nbo_charge:R:1
C 0.468 1.550 -0.859 0.247 -0.304 0.336 -0.64
N 2.145 -0.292 0.564 -0.288 0.504 -0.032 -0.82
C 0.756 -0.496 0.534 0.510 -0.496 -0.593 0.24
C -0.060 0.312 -0.167 -0.370 0.601 0.157 -0.16
C -1.497 0.047 -0.261 0.272 -0.359 0.343 -0.18
C -2.470 0.826 -0.727 0.197 -0.080 -0.057 -0.43
C 0.364 -1.773 1.216 -0.080 -0.247 -0.376 -0.66
H 1.241 2.043 -0.273 0.058 0.084 0.150 0.21
H 0.921 1.307 -1.822 -0.161 0.059 -0.189 0.21
H -0.321 2.281 -0.989 -0.018 0.056 -0.208 0.22
H 2.456 0.409 -0.095 0.154 -0.293 0.112 0.38
H 2.689 -1.140 0.523 0.021 0.062 0.056 0.37
H -1.788 -0.935 0.091 -0.138 -0.039 -0.006 0.19
H -3.475 0.421 -0.738 -0.025 0.322 -0.088 0.20
H -2.272 1.826 -1.096 -0.275 -0.102 -0.038 0.19
H -0.674 -1.783 1.522 -0.003 0.007 0.266 0.23
H 0.494 -2.611 0.523 -0.016 0.026 -0.073 0.22
H 1.022 -1.991 2.054 -0.085 0.200 0.241 0.22
```
Positions in Å, forces in eV/Å.